The following is a quantum chemistry calculation of a 2-piece molecular cluster, CH3FN2 overall, from OMol25.

Last column: Mulliken charge in e.
Cartesian coordinates (Å):
C 1.2401 -1.0398 -1.0382  0.073
N -1.2649 0.8124 0.7065  -0.306
N 1.8146 -1.5608 -0.2123  -0.338
F -0.1671 1.6881 0.3699  -0.205
H 0.5908 -0.6573 -1.8406  0.285
H -0.8017 0.0406 0.2986  0.234
H -1.4118 0.7170 1.7160  0.257

Values from the calculation:
Total energy ... -249.16120 Ha
2S+1 ... 1
Energy relative to the best compared isomer or geometry (same formula, charge and spin) ... 66.2 kcal/mol
Orbital gap ... 11.70 eV
Highest occupied orbital energy ... -10.73 eV

---

The following is a quantum chemistry calculation of a 3-piece molecular cluster, CH3FNO overall, from OMol25.

Last column: Mulliken charge in e.
Cartesian coordinates (Å):
C 0.6779 0.0097 0.9031  -0.816
N -1.3165 -0.1697 -0.7647  0.097
O -1.3855 0.9267 -1.2713  -0.355
F -0.4575 -1.1292 -1.9420  -0.592
H 0.3283 0.4565 1.8804  0.204
H 1.1958 -0.8358 1.0320  0.285
H 0.9576 0.7418 0.1626  0.177

Values from the calculation:
Total energy ... -269.62019 Ha
2S+1 ... 1
Energy relative to the best compared isomer or geometry (same formula, charge and spin) ... 91.8 kcal/mol
Charge ... -1
Orbital gap (alpha / beta) ... 6.67 / 8.58 eV
Highest occupied orbital energy (alpha / beta) ... -2.09 / -3.63 eV

---

The following is a quantum chemistry calculation of a 2-piece molecular cluster, CH3FNO2S overall, from OMol25.

Last column: Mulliken charge in e.
Cartesian coordinates (Å):
C 1.2582 0.7511 0.9041  -0.291
N -1.9222 -0.0225 -0.5750  -0.777
O 0.3043 -1.7127 1.1105  -0.541
O 0.8598 -0.9935 -1.1363  -0.499
F 1.5685 1.7031 0.0273  -0.230
S 0.4230 -0.6510 0.1870  0.750
H 0.9292 1.2211 1.8043  0.227
H -1.3633 0.5605 -1.2189  0.190
H -2.0575 -0.8560 -1.1031  0.171

Values from the calculation:
Total energy ... -743.09825 Ha
2S+1 ... 1
Energy relative to the best compared isomer or geometry (same formula, charge and spin) ... 93.2 kcal/mol
Charge ... -1
Orbital gap (alpha / beta) ... 7.18 / 7.18 eV
Highest occupied orbital energy (alpha / beta) ... -3.16 / -3.15 eV

---

The following is a quantum chemistry calculation of an isolated ion of composition CH3FNO2S and charge -1, from OMol25.

Last column: Mulliken charge in e.
Cartesian coordinates (Å):
C -1.3270 -0.2151 -0.7841  -0.388
N 1.1596 -0.1343 0.2971  -0.702
O 0.3489 -2.4507 -0.2849  -0.665
O -0.9463 -1.4486 1.4717  -0.653
F -0.3029 -0.0846 -1.9146  -0.373
S -0.2802 -1.2341 0.1875  0.983
H -2.1686 -0.6930 -1.2485  0.148
H 1.2268 0.0614 -0.6822  0.352
H 0.6232 0.6294 0.6221  0.297

Values from the calculation:
Total energy ... -743.15378 Ha
2S+1 ... 1
Energy relative to the best compared isomer or geometry (same formula, charge and spin) ... 58.3 kcal/mol
Charge ... -1
Orbital gap ... 7.82 eV
Highest occupied orbital energy ... -3.62 eV

---

The following is a quantum chemistry calculation of one molecule with the formula CH3FNOPS, from OMol25.

Last column: Mulliken charge in e.
Cartesian coordinates (Å):
C 0.2103 0.4732 -0.0897  0.636
N -0.6723 -0.4025 0.3599  -0.415
O 0.0438 1.6429 -0.2904  -0.527
F -3.1644 -0.9214 -0.5684  -0.214
P 1.9055 -0.3472 -0.3889  -0.164
S -2.5912 0.1178 0.5568  0.272
H -0.4992 -1.3863 0.4880  0.270
H 2.4165 0.8193 -0.9496  0.076
H 2.3510 0.0043 0.8823  0.066

Values from the calculation:
Total energy ... -1009.22713 Ha
2S+1 ... 1
Energy relative to the best compared isomer or geometry (same formula, charge and spin) ... 26.0 kcal/mol
Orbital gap ... 8.85 eV
Highest occupied orbital energy ... -9.41 eV

---

The following is a quantum chemistry calculation of one molecule with the formula CH3FNP, from OMol25.

Last column: Mulliken charge in e.
Cartesian coordinates (Å):
C 0.1574 0.6788 -0.8442  -0.846
N 0.0632 -0.8435 1.5679  -0.129
F -0.5884 -1.7646 2.3076  -0.127
P -0.8216 -0.8453 -0.3870  0.192
H 1.2409 0.3852 -0.6269  0.269
H 0.0769 0.9765 -1.8430  0.340
H -0.1283 1.4128 -0.1745  0.302

Values from the calculation:
Total energy ... -535.68848 Ha
2S+1 ... 1
Energy relative to the best compared isomer or geometry (same formula, charge and spin) ... 81.6 kcal/mol
Orbital gap (alpha / beta) ... 8.78 / 8.70 eV
Highest occupied orbital energy (alpha / beta) ... -9.93 / -8.97 eV

---

The following is a quantum chemistry calculation of a 2-piece molecular cluster, CH3FO2 overall, from OMol25.

Last column: Löwdin spin population.
Cartesian coordinates (Å):
C -0.3664 0.5013 -0.5146  0.622
O 1.6838 0.3835 0.4514  0.320
O 0.8332 0.8829 -0.6396  0.082
F -1.1241 1.2059 0.3933  0.125
H -0.8154 -0.0641 -1.3164  0.034
H 0.0467 -1.5891 0.5899  0.808
H 1.3743 0.7257 1.3191  0.009

Values from the calculation:
Total energy ... -289.95526 Ha
2S+1 ... 3
Expectation value of S² ... 2.01
Energy relative to the best compared isomer or geometry (same formula, charge and spin) ... 58.1 kcal/mol
Orbital gap (alpha / beta) ... 9.29 / 10.00 eV
Highest occupied orbital energy (alpha / beta) ... -8.36 / -11.30 eV

---

The following is a quantum chemistry calculation of one molecule with the formula CH3FO2S, from OMol25.

Last column: Mulliken charge in e.
Cartesian coordinates (Å):
C 0.3697 0.4944 -0.5212  -0.270
O 1.3569 0.0824 0.4190  -0.483
O -1.1800 -1.5604 0.1089  -0.478
F -2.3760 0.6203 1.1341  -0.361
S -0.9034 -0.3087 0.8103  0.710
H 0.5255 1.4738 -0.7514  0.311
H 0.2785 -0.1523 -1.4778  0.250
H 1.9289 -0.6495 0.2781  0.321

Values from the calculation:
Total energy ... -688.34430 Ha
2S+1 ... 1
Energy relative to the best compared isomer or geometry (same formula, charge and spin) ... 39.2 kcal/mol
Orbital gap ... 10.42 eV
Highest occupied orbital energy ... -9.95 eV